(1)
Here is 2 unconnected molecules or ions with the total composition C14H16O2 from OMol25. Energies are from wB97M-V/def2-TZVPD.

Structure (ORCA input):
```
! RIJCOSX wB97M-V def2-TZVPD def2/J DEFGRID3
* xyz 0 1
C -3.483 1.119 3.371
H -3.445 1.558 4.367
C 2.276 -1.780 -2.941
H -2.757 3.674 2.695
H -3.436 0.038 3.502
O 2.463 -4.685 -0.715
H 0.522 -3.224 0.166
H -0.001 0.705 -2.334
C 2.065 -3.504 -1.278
C 0.776 0.250 -2.951
H 1.592 0.964 -3.027
H 3.169 -5.074 -1.248
H -1.524 -0.389 2.247
C -1.387 0.666 2.045
H 0.352 0.115 -3.949
O 0.979 2.776 0.269
H 0.922 3.711 0.049
C -0.106 2.427 1.029
C -0.993 3.359 1.544
C -2.081 2.930 2.297
C 2.696 -2.983 -2.404
H -4.445 1.371 2.926
C 1.221 -1.067 -2.374
C -2.302 1.586 2.557
C 1.013 -2.816 -0.705
C 0.604 -1.608 -1.255
H -0.227 -1.085 -0.801
H -0.866 4.420 1.381
H 2.766 -1.368 -3.818
H 3.521 -3.517 -2.867
C -0.298 1.080 1.294
H 0.413 0.352 0.926
*
```

Calculated values
SMILES string: Cc1ccc(O)cc1.Cc1ccc(O)cc1
Molecular weight: 216.28 g mol⁻¹

---

(2)
Here is 2 unconnected molecules or ions with the total composition C14H16O2 from OMol25. Energies are from wB97M-V/def2-TZVPD.

Structure (ORCA input):
```
! RIJCOSX wB97M-V def2-TZVPD def2/J DEFGRID3
* xyz 0 1
C -0.118 -2.187 1.260
C 3.415 -1.654 -1.065
H -0.984 0.028 0.882
C 1.567 -3.103 -0.484
C 2.000 -1.048 0.791
H -0.937 -2.911 1.080
H -0.748 -1.241 0.969
C -1.089 2.541 -1.385
C -2.435 1.523 0.871
H 0.893 -3.928 -0.856
C -2.866 2.730 0.235
O 4.311 -1.407 -2.150
H 1.677 -0.424 1.705
H 3.788 0.074 0.064
H -3.123 -0.055 2.132
O -0.432 3.188 -2.495
H 4.522 -0.521 -2.193
H -3.836 3.047 0.425
C 2.601 -2.888 -1.255
H -3.952 1.543 2.543
H 0.069 0.687 -1.264
H -2.425 4.209 -1.211
C -3.060 1.124 2.091
C 3.105 -0.710 -0.072
C -2.108 3.269 -0.789
C -0.723 1.258 -0.916
H 0.474 2.914 -2.775
C -1.395 0.917 0.225
H 2.765 -3.700 -2.045
H -2.292 1.172 2.874
C 1.181 -2.138 0.482
H 0.152 -2.308 2.326
*
```

Calculated values
SMILES string: Cc1ccc(O)cc1.Cc1ccc(O)cc1
Molecular weight: 216.28 g mol⁻¹

---

(3)
Here is 2 unconnected molecules or ions with the total composition C14H16O2 from OMol25. Energies are from wB97M-V/def2-TZVPD.

Structure (ORCA input):
```
! RIJCOSX wB97M-V def2-TZVPD def2/J DEFGRID3
* xyz 0 1
H 1.092 3.695 0.950
C -2.611 -0.348 0.897
C -0.949 -1.643 -2.225
C 0.372 0.707 2.490
O -0.478 -0.664 -4.264
C 2.104 -0.834 1.804
C 0.977 1.720 1.742
H -2.276 1.714 -0.902
H 0.252 3.635 2.402
C -1.987 -0.372 -0.495
C 2.065 1.338 0.930
H -2.645 0.712 1.236
C -1.453 -1.608 -0.929
C -2.147 0.718 -1.313
H 2.353 2.124 0.240
H -3.635 -0.713 0.741
H -1.256 -2.431 -0.282
C 0.358 3.084 1.471
H -0.338 -2.458 -2.579
H 0.420 -1.252 3.178
O 2.760 -2.046 1.781
H -0.640 3.014 1.020
H 3.456 -0.148 0.271
C 2.654 0.097 0.940
H -2.196 -0.914 1.715
H -1.355 1.590 -3.165
C -1.589 0.679 -2.614
C -1.006 -0.504 -3.008
H -0.423 0.923 3.192
C 0.981 -0.536 2.593
H -0.183 0.160 -4.664
H 2.529 -2.683 2.454
*
```

Calculated values
SMILES string: Cc1ccc(O)cc1.Cc1ccc(O)cc1
Molecular weight: 216.28 g mol⁻¹

---

Stability check: which of them is least stable? (2).

---

(1)
Here is 2 unconnected molecules or ions with the total composition C5H14NO2 from OMol25. Energies are from wB97M-V/def2-TZVPD.

Structure (ORCA input):
```
! RIJCOSX wB97M-V def2-TZVPD def2/J DEFGRID3
* xyz 1 1
C -0.942 -0.758 -0.043
C 0.344 -0.604 -0.909
C -1.216 1.657 0.375
H -0.386 -1.422 -2.752
H 0.435 0.281 -1.534
H -0.336 0.193 1.809
O 2.245 -1.946 -0.564
H -0.433 2.113 -0.228
H 1.336 2.243 2.519
C 1.556 -1.083 -0.086
H 1.748 -0.695 0.922
H -0.880 -1.734 0.449
C -1.115 0.319 1.053
H -2.091 0.209 1.540
H -1.328 2.494 1.088
H 2.391 2.176 1.438
H -2.146 1.596 -0.194
N 0.206 -1.712 -1.979
H 1.184 -1.945 -2.197
H -1.796 -0.795 -0.732
O 1.496 1.940 1.615
H -0.273 -2.526 -1.593
*
```

Calculated values
Molecular weight: 120.17 g mol⁻¹

---

(2)
Here is 4 unconnected molecules or ions with the total composition C5H14NO2 from OMol25. Energies are from wB97M-V/def2-TZVPD.

Structure (ORCA input):
```
! RIJCOSX wB97M-V def2-TZVPD def2/J DEFGRID3
* xyz 1 1
H -0.004 -0.230 0.435
H 0.911 1.855 1.214
H -0.612 4.398 2.752
C -1.321 -2.544 -1.674
H -1.238 5.089 1.387
H -1.164 -1.548 1.117
H -2.055 -2.714 -2.480
H 2.030 -0.748 -0.210
N -0.581 4.411 1.745
C 0.619 -2.222 0.294
C -0.491 -1.279 0.286
H -1.299 -0.421 -1.611
H 2.691 -2.540 0.033
H 1.371 1.425 -1.942
H 0.530 1.109 -0.611
C 1.873 -1.825 -0.069
O 0.120 1.493 0.777
C -1.112 -1.345 -1.081
H -0.776 3.488 1.365
H -0.947 -3.488 -1.265
H 0.503 -3.068 0.998
O 0.953 0.703 -1.461
*
```

Calculated values
Molecular weight: 120.17 g mol⁻¹

---

(3)
Here is 2 unconnected molecules or ions with the total composition C5H14NO2 from OMol25. Energies are from wB97M-V/def2-TZVPD.

Structure (ORCA input):
```
! RIJCOSX wB97M-V def2-TZVPD def2/J DEFGRID3
* xyz 1 1
H 0.594 -1.420 1.421
H 2.250 0.765 -0.558
H 1.193 0.024 -1.701
O -0.132 -1.516 -0.856
H -4.362 0.474 -4.153
H 0.907 1.735 1.869
H -1.452 -0.081 -0.988
C 0.918 -0.587 2.058
O -3.873 -0.192 -3.653
N 1.324 0.848 -1.124
H 1.314 -0.068 4.129
C 0.988 0.731 1.302
C 1.027 -0.784 3.384
H -0.037 -2.105 -0.144
C 0.179 0.840 -0.098
H -1.209 -0.547 0.651
H -3.191 -0.383 -4.144
H 1.592 1.758 -1.814
H 1.252 -1.807 3.832
H 1.960 0.999 0.945
H -0.512 1.652 -0.040
C -0.732 -0.333 -0.319
*
```

Calculated values
Molecular weight: 120.17 g mol⁻¹

---

(4)
Here is 4 unconnected molecules or ions with the total composition C5H14NO2 from OMol25. Energies are from wB97M-V/def2-TZVPD.

Structure (ORCA input):
```
! RIJCOSX wB97M-V def2-TZVPD def2/J DEFGRID3
* xyz 1 1
H -3.541 -0.313 0.467
C 0.500 -1.007 -0.879
H 3.254 1.151 1.307
H -0.947 1.309 2.054
C 0.912 -1.264 0.477
H -0.274 1.916 -0.207
C 2.142 -0.502 0.835
H -0.262 3.007 -1.314
O 0.076 2.156 -1.083
H -3.095 0.566 -0.908
H -1.976 0.294 0.252
H 1.082 -2.320 0.698
N -2.820 -0.074 -0.187
H 0.958 -0.188 -1.433
H -0.728 -2.722 -1.240
H 3.008 -1.089 0.961
H 0.050 -0.978 1.142
C 2.264 0.799 1.053
H 1.343 1.368 1.054
O -0.848 1.097 1.105
H -0.732 -1.436 -2.552
C -0.367 -1.773 -1.604
*
```

Calculated values
Molecular weight: 120.17 g mol⁻¹

---

Stability check: which of them is least stable? (2).

---

(1)
Here is a single C12H16N2O3 molecule from OMol25. Energies are from wB97M-V/def2-TZVPD.

Structure (ORCA input):
```
! RIJCOSX wB97M-V def2-TZVPD def2/J DEFGRID3
* xyz 0 1
C -1.489 2.480 2.270
H -0.871 1.390 -2.778
H 2.208 -1.682 -0.753
H 1.061 -0.067 -2.815
H 0.467 -0.218 2.767
C 0.326 -0.224 -2.023
C 1.657 -2.309 -1.455
N -0.070 2.786 4.163
H -3.035 0.709 -1.812
H -2.301 -0.762 -1.133
H 0.673 0.325 -1.144
C -2.110 0.274 -1.418
C 0.259 -1.712 -1.682
C 2.412 -2.368 -2.755
H -0.237 -2.256 -2.490
H 2.812 -3.593 -4.166
H -2.283 2.872 1.651
H -1.584 1.966 -0.283
C -1.017 3.214 3.348
H -1.418 4.194 3.571
C -1.014 0.347 -2.486
H 1.565 -3.319 -1.059
H -0.318 -1.856 -0.768
O 2.990 -1.453 -3.281
O 2.346 -3.584 -3.315
C 0.443 1.587 3.949
H 1.210 1.276 4.646
C -0.941 1.222 2.038
C 0.042 0.763 2.910
H -1.361 -0.200 -3.365
C -1.385 0.328 0.923
N -1.745 0.974 -0.208
O -1.417 -0.882 1.042
*
```

Calculated values
SMILES string: O=C(O)CCCCCNC(=O)c1ccncc1
Molecular weight: 236.27 g mol⁻¹

---

(2)
Here is a single C12H16N2O3 molecule from OMol25. Energies are from wB97M-V/def2-TZVPD.

Structure (ORCA input):
```
! RIJCOSX wB97M-V def2-TZVPD def2/J DEFGRID3
* xyz 0 1
H 0.353 0.906 -1.053
N -2.281 -0.104 0.895
C 1.262 -1.122 0.898
H -0.625 -1.721 -0.219
C 3.616 -0.874 -0.063
H 5.655 -0.547 -0.872
C 2.350 1.103 0.417
O -5.187 0.877 -0.798
H -4.758 2.449 0.576
H -2.941 -1.873 -1.634
H -2.611 0.408 -1.095
C -3.421 -1.519 -0.709
C -3.048 -0.112 -0.214
H 1.438 1.433 0.606
H 5.307 2.003 -0.718
H -2.658 0.373 1.795
C 4.527 1.370 -0.445
H 0.453 -0.437 -1.893
H -4.440 -1.607 -0.991
C 3.371 1.957 0.036
H 1.273 -0.863 2.048
C -4.171 0.846 -0.243
O -4.003 1.849 0.699
C -1.014 -0.227 1.227
N -0.152 -0.006 -1.205
C 4.703 -0.067 -0.428
C -0.142 -0.774 0.150
H 3.621 -1.900 0.041
H -3.069 -2.352 -0.027
C 2.371 -0.246 0.300
O -0.533 0.017 2.380
H 3.264 3.027 -0.270
H 1.489 -2.266 0.808
*
```

Calculated values
SMILES string: C[C@H](NC(=O)[C@@H](N)Cc1ccccc1)C(=O)O
Molecular weight: 236.27 g mol⁻¹

---

Stability check: which of them is least stable? (2).

---

(1)
Here is a molecular structure, C6H7P from OMol25. Energies are from wB97M-V/def2-TZVPD.

Structure (ORCA input):
```
! RIJCOSX wB97M-V def2-TZVPD def2/J DEFGRID3
* xyz 0 1
H -0.804 1.750 0.423
C -0.136 -0.317 -0.130
H -2.150 0.563 -0.095
C -0.448 -1.500 -1.765
H 1.870 0.670 2.052
C -1.146 -1.772 -2.859
P 0.255 -2.856 -2.674
H -1.003 1.279 -1.196
H 1.439 -1.735 -0.205
C 1.050 -0.755 0.324
H 2.841 -0.793 1.532
H -1.999 -1.473 -3.440
C 1.893 -0.258 1.307
C -1.028 0.828 -0.206
*
```

Calculated values
Molecular weight: 110.10 g mol⁻¹

---

(2)
Here is a single C6H7P molecule from OMol25. Energies are from wB97M-V/def2-TZVPD.

Structure (ORCA input):
```
! RIJCOSX wB97M-V def2-TZVPD def2/J DEFGRID3
* xyz 0 1
H 0.583 -1.273 1.693
C 1.614 0.025 0.293
H -1.738 1.924 0.269
H -0.998 0.413 2.403
C -0.977 -1.064 -1.295
C 0.482 -0.454 1.050
H -2.042 -1.374 -0.956
C -0.587 0.369 1.344
C 1.325 0.470 -1.018
C -1.205 0.988 0.268
H 2.035 1.173 -1.410
H 2.603 -0.114 0.820
P -0.468 0.549 -1.265
H -0.628 -1.632 -2.196
*
```

Calculated values
SMILES string: C=P1=CC=CC=C1
Molecular weight: 110.10 g mol⁻¹

---

Stability check: which of them is least stable? (1).